1.
This record from the OMol25 dataset describes an isolated molecule of H3N2O2P. The level of theory is ωB97M-V with the def2-TZVPD basis set.

## Properties
SMILES = NP[N+](=O)[O-]
energy above the lowest of the compared OMol25 structures with the same formula, charge and spin = 3.384 eV
frontier orbital gap = 10.09 eV

```
! wB97M-V def2-TZVPD RIJCOSX def2/J DEFGRID3
* xyz 0 1
N -1.03 0.44 0.83
P 0.22 0.98 -0.11
N 0.73 -0.57 -0.80
O -0.05 -1.47 -0.59
O 1.75 -0.54 -1.47
H -1.10 -0.58 0.84
H -2.00 0.88 0.57
H 1.49 0.85 0.72
*
```


2.
This record from the OMol25 dataset describes a cluster of 4 separate species, C3H13NO3 in total. The level of theory is ωB97M-V with the def2-TZVPD basis set.

## Properties
energy above the lowest of the compared OMol25 structures with the same formula, charge and spin = 2.771 eV
expectation value of S² = 0.773
frontier orbital gap (alpha / beta) = 9.68 / 4.84 eV

```
! wB97M-V def2-TZVPD RIJCOSX def2/J DEFGRID3
* xyz 1 2
N 1.57 -1.34 0.13
C 2.16 -1.50 -1.17
C 0.36 -0.84 -2.84
C 1.49 -0.58 -2.13
H 1.70 -0.47 0.64
H 0.62 -1.71 0.14
H 1.93 -2.51 -1.57
H 3.25 -1.59 -1.22
H 0.07 -1.87 -3.00
H -0.33 -0.05 -3.11
H 1.77 0.48 -2.12
H 0.67 1.55 4.02
H 1.06 0.21 4.63
O 0.65 0.60 3.85
H -0.96 1.20 0.70
H 0.13 1.67 -0.22
O -0.68 1.98 0.22
H -3.96 1.28 1.06
H -5.37 1.11 0.52
O -4.45 0.89 0.33
*
```


3.
This record from the OMol25 dataset describes an isolated molecule of C13H13BrFN5O4S2. The level of theory is ωB97M-V with the def2-TZVPD basis set.

## Properties
SMILES = Cc1c(Br)c2ccc(F)cc2n1S(=O)(=O)c1ncn(S(=O)(=O)N(C)C)n1
energy above the lowest of the compared OMol25 structures with the same formula, charge and spin = 0.000 eV
frontier orbital gap = 8.22 eV

```
! wB97M-V def2-TZVPD RIJCOSX def2/J DEFGRID3
* xyz 0 1
C -3.51 0.26 1.47
C -2.32 -0.63 1.73
C -1.72 -0.88 2.94
Br -2.35 -0.27 4.64
C -0.56 -1.73 2.68
C 0.43 -2.28 3.53
C 1.40 -3.16 2.96
C 1.42 -3.39 1.61
F 2.41 -4.17 1.09
C 0.44 -2.84 0.75
C -0.58 -2.04 1.32
N -1.63 -1.35 0.75
S -2.03 -1.36 -1.00
O -3.48 -1.54 -1.20
O -1.25 -2.38 -1.69
C -1.48 0.34 -1.52
N -2.33 1.47 -1.73
C -1.50 2.41 -2.04
N -0.22 1.96 -1.99
S 1.09 3.16 -2.06
O 1.09 3.81 -3.38
O 0.91 4.08 -0.94
N 2.51 2.21 -1.86
C 3.01 1.51 -3.05
C 2.72 1.60 -0.52
N -0.22 0.63 -1.69
H -4.01 0.73 2.33
H -3.16 1.09 0.84
H -4.28 -0.23 0.89
H 0.49 -2.11 4.61
H 2.13 -3.67 3.60
H 0.57 -3.02 -0.31
H -1.83 3.42 -2.24
H 2.24 0.83 -3.45
H 3.86 0.89 -2.76
H 3.36 2.23 -3.81
H 2.49 2.35 0.21
H 2.11 0.72 -0.35
H 3.78 1.33 -0.37
*
```


4.
This record from the OMol25 dataset describes a cluster of 2 separate species, C5H6N2O3S in total. The level of theory is ωB97M-V with the def2-TZVPD basis set.

## Properties
frontier orbital gap = 5.39 eV

```
! wB97M-V def2-TZVPD RIJCOSX def2/J DEFGRID3
* xyz -2 1
C 1.79 -0.98 -0.58
C -0.28 -2.40 -0.03
C -0.40 0.73 -1.03
C 0.50 1.46 0.75
C -0.97 1.28 0.29
N 0.88 -1.78 -0.52
N 0.98 0.97 -0.58
O -0.76 -3.28 -0.77
O -0.75 -1.99 1.08
O -1.83 0.51 1.04
S 3.41 -1.02 -0.80
H -0.76 -0.31 -1.17
H -0.56 1.55 -1.72
H 0.95 2.48 0.92
H 0.56 0.85 1.65
H -1.44 2.18 0.16
H -1.34 -0.24 1.32
*
```


5.
This record from the OMol25 dataset describes a structure of composition C12H18FO7V. The level of theory is ωB97M-V with the def2-TZVPD basis set.

## Properties
energy above the lowest of the compared OMol25 structures with the same formula, charge and spin = 2.331 eV
expectation value of S² = 0.792
frontier orbital gap (alpha / beta) = 5.28 / 5.52 eV

```
! wB97M-V def2-TZVPD RIJCOSX def2/J DEFGRID3
* xyz 1 2
O 0.00 -0.50 -4.58
V 1.40 -0.66 -3.89
F 1.09 0.70 -2.53
O 1.11 2.94 3.11
C 1.86 2.51 2.29
O 3.17 2.37 2.54
C 3.91 2.07 1.35
C 2.91 1.89 0.21
C 1.52 2.17 0.85
H 4.46 1.14 1.54
H 4.63 2.86 1.19
H 2.88 0.86 -0.14
H 3.07 2.59 -0.61
H 0.91 1.27 0.86
H 1.08 3.08 0.45
O -2.21 1.71 1.49
C -2.72 1.01 0.67
O -3.91 0.39 0.94
C -4.35 -0.42 -0.13
C -3.17 -0.49 -1.11
C -2.25 0.69 -0.74
H -5.22 -0.03 -0.65
H -4.59 -1.43 0.22
H -3.48 -0.34 -2.14
H -2.65 -1.45 -1.02
H -2.47 1.58 -1.32
H -1.20 0.41 -0.72
O 0.62 -2.03 -2.44
C 0.51 -2.25 -1.24
O -0.35 -3.14 -0.84
C -0.34 -3.21 0.60
C 0.11 -1.81 1.00
C 1.18 -1.58 -0.06
H 0.50 -3.84 0.90
H -1.29 -3.52 1.02
H 0.41 -1.80 2.04
H -0.74 -1.13 0.94
H 2.13 -2.08 0.18
H 1.47 -0.55 -0.25
*
```


6.
This record from the OMol25 dataset describes a structure of composition C34H26Cl3N4O4PSTi. The level of theory is ωB97M-V with the def2-TZVPD basis set.

## Properties
energy above the lowest of the compared OMol25 structures with the same formula, charge and spin = 0.243 eV
expectation value of S² = 2.033
frontier orbital gap (alpha / beta) = 5.59 / 7.87 eV

```
! wB97M-V def2-TZVPD RIJCOSX def2/J DEFGRID3
* xyz 0 3
Ti -0.39 0.21 0.18
N 2.16 2.35 -0.61
P 2.14 0.64 -0.71
C 3.83 0.26 -0.18
C 4.90 0.25 -1.07
C 6.18 -0.02 -0.61
C 6.40 -0.29 0.74
C 5.33 -0.29 1.62
C 4.05 -0.03 1.17
C 2.14 0.29 -2.49
C 2.26 1.27 -3.47
C 2.20 0.92 -4.82
C 2.01 -0.40 -5.19
C 1.88 -1.38 -4.21
C 1.93 -1.04 -2.87
C 1.03 3.10 -0.38
C 1.10 4.50 -0.47
C -0.04 5.24 -0.26
C -1.23 4.58 0.04
C -1.21 3.21 0.12
N -0.11 2.47 -0.09
H 3.00 2.86 -0.84
H 4.73 0.44 -2.12
H 7.01 -0.03 -1.30
H 7.40 -0.50 1.09
H 5.49 -0.53 2.67
H 3.21 -0.08 1.85
H 2.39 2.30 -3.19
H 2.28 1.69 -5.57
H 1.95 -0.67 -6.23
H 1.71 -2.41 -4.50
H 1.80 -1.81 -2.11
H 2.04 4.97 -0.71
H 0.00 6.32 -0.32
H -2.15 5.12 0.21
H -2.11 2.66 0.35
O -1.87 0.30 -1.65
S -3.07 0.16 -0.81
O -4.05 1.22 -0.86
N -2.37 0.00 0.60
C -2.80 0.01 1.91
C -4.07 -0.20 2.40
C -4.28 -0.18 3.78
C -3.26 0.06 4.66
C -1.95 0.30 4.19
C -0.85 0.61 5.03
C 0.36 0.88 4.46
C 0.51 0.81 3.07
N -0.47 0.48 2.23
C -1.72 0.26 2.80
C -3.87 -1.35 -1.24
C -5.25 -1.40 -1.34
C -5.86 -2.61 -1.62
C -5.09 -3.75 -1.80
C -3.71 -3.69 -1.69
C -3.08 -2.48 -1.41
H -4.89 -0.38 1.71
H -5.28 -0.36 4.16
H -3.44 0.08 5.73
H -0.99 0.64 6.10
H 1.22 1.14 5.06
H 1.47 1.01 2.61
H -5.82 -0.49 -1.20
H -6.94 -2.66 -1.71
H -5.57 -4.69 -2.01
H -3.10 -4.58 -1.82
H -2.01 -2.43 -1.33
Cl 1.33 -2.41 2.45
C 1.35 -3.43 1.01
Cl 1.18 -5.12 1.49
Cl 2.91 -3.21 0.16
C 0.24 -3.02 -0.03
O -0.22 -3.88 -0.74
O 0.00 -1.77 -0.05
*
```


7.
This record from the OMol25 dataset describes a structure of composition C8H21GaNO2P2. The level of theory is ωB97M-V with the def2-TZVPD basis set.

## Properties
energy above the lowest of the compared OMol25 structures with the same formula, charge and spin = 0.000 eV
frontier orbital gap (alpha / beta) = 7.17 / 7.98 eV

```
! wB97M-V def2-TZVPD RIJCOSX def2/J DEFGRID3
* xyz 1 1
Ga -1.36 1.20 0.21
H 2.74 -0.35 -2.18
H 1.77 -2.70 1.73
P 1.22 1.75 1.07
P -1.33 -0.81 -1.81
C -3.06 -1.33 -1.40
H -3.52 -1.95 -2.18
H -3.08 -1.86 -0.45
H -3.68 -0.44 -1.27
C -1.56 -0.32 -3.58
H -0.58 -0.29 -4.08
H -2.22 -0.99 -4.14
H -1.98 0.69 -3.61
C -0.49 -2.44 -1.96
H -0.45 -2.92 -0.97
H -0.98 -3.12 -2.67
H 0.55 -2.25 -2.27
C 1.88 3.40 0.58
H 2.47 3.90 1.37
H 2.52 3.29 -0.31
H 1.04 4.05 0.30
C 0.64 2.15 2.78
H 0.47 1.23 3.35
H 1.32 2.81 3.33
H -0.34 2.65 2.71
C 2.76 0.80 1.43
H 3.16 0.44 0.47
H 3.52 1.39 1.96
H 2.53 -0.09 2.04
C -1.01 -0.42 1.22
O -1.64 -0.86 2.12
H -1.07 2.35 -1.08
O -0.98 -3.51 2.98
C -0.07 -3.03 2.45
N 0.81 -2.42 1.88
*
```


8.
This record from the OMol25 dataset describes a cluster of 9 separate species, C36H63N9 in total. The level of theory is ωB97M-V with the def2-TZVPD basis set.

## Properties
energy above the lowest of the compared OMol25 structures with the same formula, charge and spin = 2.699 eV
expectation value of S² = 0.750
frontier orbital gap (alpha / beta) = 1.51 / 10.94 eV

```
! wB97M-V def2-TZVPD RIJCOSX def2/J DEFGRID3
* xyz -1 2
C -1.06 -1.86 -2.67
C -2.48 -1.54 -2.15
C -3.11 -0.25 -2.58
C -2.42 0.95 -2.04
N -1.94 1.89 -1.68
H -0.72 -2.77 -2.18
H -0.34 -1.12 -2.34
H -1.06 -1.94 -3.76
H -2.71 -1.59 -1.09
H -3.06 -2.37 -2.56
H -4.15 -0.27 -2.24
H -2.98 0.03 -3.63
C -4.08 -1.67 1.95
C -3.68 -0.31 1.24
C -4.94 0.20 0.46
C -6.18 0.13 1.15
N -7.14 0.07 1.69
H -3.25 -2.24 2.34
H -4.58 -2.35 1.27
H -4.76 -1.44 2.78
H -2.88 -0.36 0.50
H -3.35 0.46 1.94
H -5.01 -0.28 -0.51
H -4.77 1.22 0.10
C -1.09 -4.99 -0.20
C -2.62 -4.90 -0.35
C -3.14 -6.38 -0.87
C -2.91 -7.51 0.04
N -2.76 -8.42 0.75
H -0.53 -5.21 -1.11
H -0.88 -5.78 0.53
H -0.59 -4.11 0.19
H -2.61 -4.19 -1.18
H -3.04 -4.62 0.62
H -2.50 -6.62 -1.71
H -4.19 -6.55 -1.11
C 1.15 -0.99 0.46
C 0.75 0.49 0.70
C 1.33 1.54 -0.39
C 2.70 1.89 -0.04
N 3.75 2.29 0.32
H 2.09 -1.11 -0.08
H 0.41 -1.62 -0.03
H 1.42 -1.44 1.42
H 1.04 0.84 1.70
H -0.34 0.53 0.77
H 0.64 2.37 -0.55
H 1.36 1.11 -1.39
C 5.95 4.21 -5.16
C 5.17 4.16 -3.77
C 5.36 2.95 -2.89
C 5.41 1.63 -3.54
N 5.32 0.65 -4.05
H 5.45 4.86 -5.88
H 5.96 3.25 -5.67
H 7.01 4.44 -5.03
H 4.10 4.27 -3.90
H 5.52 5.04 -3.23
H 4.54 2.99 -2.17
H 6.34 3.19 -2.47
C 2.13 6.28 -1.62
C 0.68 6.21 -2.09
C 0.34 5.15 -3.18
C 1.20 3.97 -3.00
N 1.83 3.01 -2.92
H 2.12 6.81 -0.67
H 2.89 6.61 -2.33
H 2.44 5.26 -1.42
H 0.46 7.12 -2.65
H 0.09 6.07 -1.18
H 0.49 5.59 -4.16
H -0.66 4.72 -3.12
C -1.82 -3.18 6.54
C -0.80 -2.00 6.14
C -0.82 -1.66 4.58
C -0.26 -2.67 3.64
N 0.15 -3.47 2.88
H -1.82 -4.07 5.90
H -2.80 -2.70 6.50
H -1.70 -3.62 7.52
H 0.23 -2.21 6.43
H -1.00 -1.14 6.77
H -0.26 -0.75 4.37
H -1.84 -1.48 4.26
C -1.40 2.20 3.78
C -2.39 1.88 4.92
C -3.59 2.74 5.01
C -4.45 2.80 3.81
N -5.04 2.76 2.86
H -1.81 2.14 2.78
H -0.50 1.58 3.84
H -1.06 3.24 3.83
H -1.86 1.96 5.87
H -2.72 0.85 4.96
H -3.23 3.76 5.13
H -4.20 2.48 5.88
C 4.87 -1.55 -0.96
C 5.47 -2.30 -2.12
C 4.51 -2.45 -3.33
C 3.32 -3.24 -3.11
N 2.34 -3.89 -2.86
H 5.67 -1.34 -0.24
H 4.02 -2.03 -0.48
H 4.42 -0.64 -1.35
H 5.85 -3.26 -1.76
H 6.33 -1.73 -2.48
H 5.12 -3.06 -4.00
H 4.16 -1.59 -3.90
*
```